one) Formula: C9H14
Source: OMol25
Level of theory: ωB97M-V/def2-TZVPD

Computed properties:
SMILES   Cc1ccccc1.CC
HOMO energy   -9.097 eV

Structure (XYZ):
```
23
C9H14 (ωB97M-V/def2-TZVPD)
C -1.83733 0.19418 2.65125
C 1.66591 0.34689 -0.68788
C 0.84609 1.31415 -1.25516
C 1.18979 -0.92536 -0.38463
C -2.67737 -0.92402 2.02053
C -0.99712 -0.27808 -1.12169
C -0.50904 0.99740 -1.36828
C -0.14379 -1.23307 -0.60235
C 3.14551 0.62446 -0.55885
H -2.40439 -1.97546 2.14603
H -3.70374 -0.87487 2.41022
H -1.15828 0.62505 1.94195
H -2.83874 -0.77885 0.95084
H -1.19152 1.78931 -1.60776
H 3.59986 0.65011 -1.55806
H 1.88991 -1.62322 0.03070
H -2.07929 -0.28751 -1.13106
H -2.53020 0.91598 3.07434
H -1.21556 -0.18303 3.46687
H 3.64499 -0.21410 -0.07010
H 3.43369 1.53308 -0.03106
H 1.25083 2.24650 -1.63351
H -0.62947 -2.13377 -0.25782
```

Atomic partial charges in e from the Löwdin method, atoms 1 to 8: number 1, C, carries -0.146; number 2, C, carries -0.286; number 3, C, carries -0.046; number 4, C, carries -0.049; number 5, C, carries -0.172; number 6, C, carries -0.114; number 7, C, carries -0.092; number 8, C, carries -0.089

=====

two) Formula: C9H14
Source: OMol25
Level of theory: ωB97M-V/def2-TZVPD

Computed properties:
SMILES   Cc1ccccc1.CC
HOMO energy   -9.021 eV

Structure (XYZ):
```
23
C9H14 (ωB97M-V/def2-TZVPD)
C 1.89921 -0.72131 -1.11246
C 0.67090 -0.82097 0.97981
C 1.35088 -0.07851 0.03208
C -1.18275 2.29871 -1.10664
C -2.57272 2.06801 -0.35630
C 1.52858 -2.83658 -0.08633
C 0.71421 -2.23747 0.82007
C 2.01910 -2.08206 -1.17209
C -0.25740 -0.20883 1.96120
H 2.37196 -0.17926 -1.92338
H 0.14824 -2.72017 1.59917
H 1.50331 1.00253 0.01338
H 2.67725 -2.61277 -1.85231
H 0.20566 0.68938 2.36651
H -2.77900 3.04223 0.09581
H -0.79832 1.30427 -1.37576
H -0.29448 -0.79197 2.87892
H -1.27031 2.92651 -1.98409
H -3.37772 1.85656 -1.05991
H 1.66842 -3.91403 -0.07325
H -0.59102 2.82826 -0.35301
H -1.22574 0.04434 1.53423
H -2.40825 1.14310 0.17434
```

Atomic partial charges in e from the Löwdin method, atoms 1 to 8: number 1, C, carries -0.094; number 2, C, carries -0.282; number 3, C, carries -0.058; number 4, C, carries -0.153; number 5, C, carries -0.140; number 6, C, carries -0.096; number 7, C, carries -0.058; number 8, C, carries -0.102

=====

three) Formula: C9H14
Source: OMol25
Level of theory: ωB97M-V/def2-TZVPD

Computed properties:
SMILES   Cc1ccccc1.CC
HOMO energy   -8.831 eV

Structure (XYZ):
```
23
C9H14 (ωB97M-V/def2-TZVPD)
C 0.37398 -2.15302 -1.64084
C 1.22242 -1.04447 -1.96119
C 2.26833 -1.06046 -3.08910
C 1.16112 0.21413 -1.31508
C -0.37474 -1.99867 -0.47138
C -1.65055 2.23984 2.02508
C -0.23826 -0.82474 0.22903
C -1.82779 1.25798 3.11858
C 0.54078 0.27574 -0.06616
H -1.59174 1.77215 4.10473
H 3.29814 -0.96329 -2.59296
H -1.26285 0.31111 2.83893
H 1.77385 0.99789 -1.72788
H -2.85383 1.20825 3.41977
H -1.91056 1.85280 0.98237
H 1.98636 -0.20432 -3.79012
H -0.48250 2.47479 1.76728
H 0.73048 1.00831 0.72565
H -0.98256 -2.76155 -0.16305
H -0.71661 -0.85177 1.18801
H 2.02066 -1.88600 -3.66643
H 0.52559 -3.13010 -2.13751
H -2.00972 3.26542 2.22228
```

Atomic partial charges in e from the Löwdin method, atoms 1 to 8: number 1, C, carries -0.028; number 2, C, carries -0.269; number 3, C, carries -0.065; number 4, C, carries -0.057; number 5, C, carries -0.087; number 6, C, carries -0.229; number 7, C, carries -0.124; number 8, C, carries -0.198

=====

four) Formula: C9H14
Source: OMol25
Level of theory: ωB97M-V/def2-TZVPD

Computed properties:
SMILES   Cc1ccccc1.CC
HOMO energy   -8.935 eV

Structure (XYZ):
```
23
C9H14 (ωB97M-V/def2-TZVPD)
C 0.19473 0.71765 1.58831
C 0.71901 -1.64323 0.14055
C -0.82302 -0.01310 0.91690
C 1.79979 -1.02992 0.80138
C -0.61024 -1.25118 0.31600
C -3.27360 1.83778 -2.12561
C 1.47920 0.10840 1.56976
C 3.15093 -1.64097 0.60489
C -1.80194 2.08829 -2.50355
H 2.30382 0.53171 2.06062
H -1.55493 -1.85238 0.03475
H -1.73214 2.46858 -3.62886
H 3.94221 -0.93280 0.92190
H -0.01604 1.62181 2.08408
H -3.83277 1.37934 -2.92990
H -3.79393 2.71684 -2.17153
H -1.07659 1.34146 -2.42456
H 3.45021 -1.99918 -0.35788
H -3.36004 1.29788 -1.15554
H -1.57966 3.01049 -2.07942
H 3.25666 -2.50466 1.31265
H -1.82751 0.32139 0.96116
H 0.81156 -2.44286 -0.47923
```

Atomic partial charges in e from the Löwdin method, atoms 1 to 8: number 1, C, carries -0.046; number 2, C, carries -0.062; number 3, C, carries -0.114; number 4, C, carries -0.268; number 5, C, carries -0.088; number 6, C, carries -0.157; number 7, C, carries -0.042; number 8, C, carries -0.063

=====

Most stable one: one), least stable one: three).

=====

one) Formula: C9H14
Source: OMol25
Level of theory: ωB97M-V/def2-TZVPD

Computed properties:
SMILES   Cc1ccccc1.CC
HOMO energy   -8.988 eV

Structure (XYZ):
```
23
C9H14 (ωB97M-V/def2-TZVPD)
C 3.29385 0.94636 0.42244
C -1.50172 -1.47350 -0.70598
C -1.31737 -2.80190 -1.34862
C 2.39175 2.12471 0.85157
C -2.72544 -0.93377 -0.30704
C -1.70851 0.94792 0.76397
C -0.41899 -0.60863 -0.53078
C -2.84718 0.23960 0.41158
C -0.48365 0.52725 0.25957
H -1.84362 1.87670 1.30553
H -2.00548 -3.06758 -2.14690
H 4.11847 0.93095 1.13006
H -1.19677 -3.64316 -0.66094
H 3.00456 2.98139 1.15044
H -0.32740 -2.79367 -1.81949
H 1.77178 1.86854 1.69981
H -3.56610 -1.61924 -0.42199
H -3.84829 0.61513 0.56440
H 2.74901 0.00887 0.53852
H 0.49263 -0.77695 -1.10125
H 0.46550 0.96588 0.55503
H 1.89322 2.57725 -0.00658
H 3.60975 1.10784 -0.60337
```

Atomic partial charges in e from the Löwdin method, atoms 1 to 8: number 1, C, carries -0.149; number 2, C, carries -0.281; number 3, C, carries -0.059; number 4, C, carries -0.194; number 5, C, carries -0.064; number 6, C, carries -0.086; number 7, C, carries -0.058; number 8, C, carries -0.098

=====

two) Formula: C9H14
Source: OMol25
Level of theory: ωB97M-V/def2-TZVPD

Computed properties:
SMILES   Cc1ccccc1.CC
HOMO energy   -8.966 eV

Structure (XYZ):
```
23
C9H14 (ωB97M-V/def2-TZVPD)
C -0.61974 0.11259 -1.21142
C -2.23786 1.34390 0.07268
C -1.03376 -1.63026 2.11334
C 4.24986 0.33990 -1.29054
C -0.47518 -0.76701 -0.16490
C -2.12152 0.42684 1.10526
C 2.96980 -0.08695 -0.56221
C -1.49836 1.19846 -1.08854
C -1.20176 -0.61061 1.01520
H 4.72573 -0.50816 -1.77089
H 0.13972 -1.66201 -0.25535
H -0.06364 -2.09919 2.02954
H -1.23513 -1.17470 3.08902
H 2.68131 -1.06052 -0.95619
H -0.06645 0.09114 -2.13909
H 4.01718 1.01334 -2.12644
H -2.93297 2.16487 0.16922
H -2.74655 0.53795 1.97850
H 5.01193 0.84913 -0.69523
H 3.16498 -0.28341 0.49438
H -1.50668 1.94807 -1.86139
H -1.80908 -2.38474 1.96419
H 2.24634 0.72706 -0.55820
```

Atomic partial charges in e from the Löwdin method, atoms 1 to 8: number 1, C, carries -0.097; number 2, C, carries -0.095; number 3, C, carries -0.050; number 4, C, carries -0.174; number 5, C, carries -0.075; number 6, C, carries -0.057; number 7, C, carries -0.174; number 8, C, carries -0.094

=====

Most stable one: two), least stable one: one).

=====

one) Formula: C9H14
Source: OMol25
Level of theory: ωB97M-V/def2-TZVPD

Computed properties:
SMILES   Cc1ccccc1.CC
HOMO energy   -8.993 eV

Structure (XYZ):
```
23
C9H14 (ωB97M-V/def2-TZVPD)
C 1.99487 0.72764 0.28011
C -2.82856 1.17379 -1.26461
C 1.57420 -1.85323 0.90966
C -0.85176 -1.49808 1.40652
C 3.06378 -0.15189 0.20758
C 0.47269 -0.95784 0.89937
C 2.83999 -1.53730 0.45455
C -1.48754 1.82873 -1.51545
C 0.67708 0.35442 0.54082
H 3.64148 -2.17193 0.11342
H -0.96611 -2.58490 1.57745
H -1.15978 -1.08708 2.36101
H 2.27821 1.75803 0.06980
H 1.30690 -2.90762 1.03521
H -1.11051 2.20250 -0.55786
H 4.11384 0.07644 0.06728
H -3.05132 0.44517 -2.03015
H -1.58090 2.63983 -2.23629
H -3.58684 1.94172 -1.45536
H -0.73030 1.14534 -1.89206
H -1.66865 -1.38147 0.68955
H -2.86546 0.72040 -0.22189
H -0.07531 1.11735 0.56132
```

Atomic partial charges in e from the Löwdin method, atoms 1 to 8: number 1, C, carries -0.092; number 2, C, carries -0.169; number 3, C, carries -0.062; number 4, C, carries -0.058; number 5, C, carries -0.094; number 6, C, carries -0.259; number 7, C, carries -0.078; number 8, C, carries -0.190

=====

two) Formula: C9H14
Source: OMol25
Level of theory: ωB97M-V/def2-TZVPD

Computed properties:
SMILES   Cc1ccccc1.CC
HOMO energy   -8.991 eV

Structure (XYZ):
```
23
C9H14 (ωB97M-V/def2-TZVPD)
C -1.04255 -1.18153 0.95503
C 0.89576 -0.81482 -0.42552
C 1.66367 -1.66544 0.35664
C -0.26842 -2.00881 1.76624
C -0.43333 -0.58398 -0.14325
C -0.83953 -2.43519 3.09620
C -0.17580 3.76431 -2.73246
C -0.00477 2.45995 -1.90628
C 1.05415 -2.27660 1.44189
H -0.03678 -2.63031 3.80635
H -0.20301 4.62209 -2.08295
H -1.04640 3.72962 -3.38482
H -0.74475 1.71997 -2.18975
H 1.51961 -2.98727 2.11711
H -1.00268 -0.02205 -0.87113
H -1.42776 -3.34595 3.15696
H 0.98861 2.06070 -2.07009
H -1.47938 -1.65590 3.50787
H 1.42192 -0.30994 -1.22767
H 2.68451 -1.88053 0.07594
H -0.05759 2.70015 -0.85245
H 0.65017 3.85056 -3.41433
H -2.11565 -1.10903 1.02050
```

Atomic partial charges in e from the Löwdin method, atoms 1 to 8: number 1, C, carries -0.046; number 2, C, carries -0.105; number 3, C, carries -0.080; number 4, C, carries -0.281; number 5, C, carries -0.093; number 6, C, carries -0.059; number 7, C, carries -0.153; number 8, C, carries -0.164

=====

Most stable one: two), least stable one: one).

=====

one) Formula: C9H14
Source: OMol25
Level of theory: ωB97M-V/def2-TZVPD

Computed properties:
SMILES   Cc1ccccc1.CC
HOMO energy   -8.976 eV

Structure (XYZ):
```
23
C9H14 (ωB97M-V/def2-TZVPD)
C 1.92324 -0.74086 0.07204
C -1.08895 -2.23900 1.81282
C 0.67231 -0.88009 0.87092
C 0.13380 -2.11387 1.14293
C -0.05640 0.27177 1.24397
C -0.42012 1.06159 -2.26697
C -1.63277 -1.11585 2.39867
C -1.14910 0.15314 2.06626
C 0.16809 2.46430 -2.24491
H 0.39536 1.19769 0.89895
H -1.51665 -3.22216 1.94325
H -1.12712 0.86380 -1.47033
H -1.76618 1.00809 2.32513
H -2.41375 -1.20144 3.15294
H -0.58423 3.23108 -2.40188
H 2.09397 -1.65948 -0.48481
H 0.34528 0.29471 -2.28309
H 0.94549 2.62795 -2.98721
H 0.52709 -3.07295 0.83713
H 0.66362 2.69587 -1.30964
H 1.90307 0.04196 -0.69160
H 2.86004 -0.60635 0.61940
H -0.87610 0.94010 -3.24397
```

Atomic partial charges in e from the Löwdin method, atoms 1 to 8: number 1, C, carries -0.061; number 2, C, carries -0.087; number 3, C, carries -0.283; number 4, C, carries -0.058; number 5, C, carries -0.060; number 6, C, carries -0.164; number 7, C, carries -0.102; number 8, C, carries -0.091

=====

two) Formula: C9H14
Source: OMol25
Level of theory: ωB97M-V/def2-TZVPD

Computed properties:
SMILES   Cc1ccccc1.CC
HOMO energy   -9.054 eV

Structure (XYZ):
```
23
C9H14 (ωB97M-V/def2-TZVPD)
C -0.50438 -2.19755 2.14837
C 0.42918 -1.96131 -0.01160
C -1.59962 -1.40261 1.78080
C -0.47358 4.13619 -2.34198
C 0.90771 3.94105 -1.74880
C 0.45688 -2.61863 1.23874
C -1.60629 -0.77698 0.53184
C 1.50639 -3.60936 1.63687
C -0.58751 -1.10883 -0.35072
H 2.57865 -3.41136 1.58518
H 1.34660 -3.80020 2.69401
H -0.56827 3.75094 -3.36070
H -0.81602 -0.77016 -1.36317
H -2.41582 -0.10130 0.28843
H -0.53515 -2.58305 3.16020
H -1.20470 3.60893 -1.73280
H 1.76452 4.05335 -2.41894
H -2.33117 -1.07158 2.50610
H 1.04714 4.63244 -0.92031
H -0.84210 5.15916 -2.26193
H 1.03908 2.90004 -1.42545
H 1.24569 -4.55988 1.13978
H 1.16273 -2.20931 -0.77392
```

Atomic partial charges in e from the Löwdin method, atoms 1 to 8: number 1, C, carries -0.062; number 2, C, carries -0.055; number 3, C, carries -0.083; number 4, C, carries -0.179; number 5, C, carries -0.179; number 6, C, carries -0.277; number 7, C, carries -0.100; number 8, C, carries -0.057

=====

three) Formula: C9H14
Source: OMol25
Level of theory: ωB97M-V/def2-TZVPD

Computed properties:
SMILES   Cc1ccccc1.CC
HOMO energy   -9.029 eV

Structure (XYZ):
```
23
C9H14 (ωB97M-V/def2-TZVPD)
C 1.28424 -3.10677 -3.04864
C -0.70138 0.54172 2.86756
C -1.46390 3.53476 0.65150
C -0.38352 -0.10926 0.58316
C -1.01950 1.83869 2.45449
C -0.35758 -0.42669 1.93667
C -1.01326 2.17175 1.10983
C 2.00772 -2.52730 -1.86178
C -0.75432 1.16477 0.17637
H 3.08935 -2.41100 -2.00211
H -0.05988 -1.40706 2.28664
H 1.60793 -2.66560 -4.00665
H -1.25689 2.55821 3.23555
H 0.21266 -2.88474 -3.08206
H -0.64950 4.26957 0.71704
H -1.77513 3.56455 -0.39133
H -0.30945 -0.89884 -0.15796
H -0.57066 0.33416 3.92180
H -2.23105 3.91697 1.32929
H 1.39175 -4.16771 -3.18578
H -0.72566 1.41710 -0.87660
H 1.94033 -3.20886 -1.01206
H 1.73770 -1.49839 -1.64491
```

Atomic partial charges in e from the Löwdin method, atoms 1 to 8: number 1, C, carries -0.181; number 2, C, carries -0.091; number 3, C, carries -0.058; number 4, C, carries -0.091; number 5, C, carries -0.059; number 6, C, carries -0.100; number 7, C, carries -0.284; number 8, C, carries -0.179

=====

four) Formula: C9H14
Source: OMol25
Level of theory: ωB97M-V/def2-TZVPD

Computed properties:
SMILES   Cc1ccccc1.CC
HOMO energy   -9.078 eV

Structure (XYZ):
```
23
C9H14 (ωB97M-V/def2-TZVPD)
C 1.67412 1.67883 -0.23735
C 1.87586 1.02064 -1.43810
C 1.08650 -0.93980 -0.31232
C -2.30733 0.32659 0.11140
C 1.27096 1.04219 0.93588
C -2.08303 -0.40273 -1.20556
C 0.40698 -1.10818 2.07349
C 0.97771 -0.31379 0.92797
C 1.56375 -0.34919 -1.46108
H 0.10478 -2.11026 1.77793
H -1.11373 -0.30926 -1.68416
H 2.03148 1.61960 -2.32503
H 1.03681 -2.02453 -0.39213
H -2.14310 -1.47558 -1.08441
H 1.80187 2.73314 -0.12703
H 1.35648 1.57549 1.86220
H -1.49768 0.77780 0.68483
H -0.43719 -0.55009 2.41317
H -2.71809 0.10428 -1.93275
H 1.09121 -1.28629 2.90617
H -2.97302 1.19511 0.07959
H 1.83215 -0.86343 -2.37111
H -2.83749 -0.34054 0.79839
```

Atomic partial charges in e from the Löwdin method, atoms 1 to 8: number 1, C, carries -0.093; number 2, C, carries -0.083; number 3, C, carries -0.091; number 4, C, carries -0.163; number 5, C, carries -0.060; number 6, C, carries -0.148; number 7, C, carries -0.043; number 8, C, carries -0.285

=====

Most stable one: three), least stable one: four).